1.
Formula: C3H3BaIO4S
Source: the OMol25 dataset
Level of theory: the ωB97M-V functional and the def2-TZVPD basis

Last column: Löwdin charge in e.
Cartesian coordinates (Å):
Ba (-2.77479, 2.92125, -0.60428)  2.160
O (-0.36267, 0.74439, 0.83296)  0.043
H (1.43250, 1.69907, 0.30681)  0.154
O (-1.93819, -0.80669, 0.31442)  -0.296
H (-0.16539, -2.56580, 0.57421)  -0.047
H (0.72239, 0.76085, -1.04047)  0.117
C (1.75872, -0.51961, 0.40038)  -0.876
I (2.96755, -1.37146, -1.17370)  0.933
O (1.69303, -0.96494, 1.47021)  0.063
C (0.90066, 0.75791, 0.06179)  -0.103
C (-1.37514, 0.34464, 0.06993)  -0.691
S (-1.05667, -2.11229, -0.37479)  1.008
O (-1.80200, 1.11269, -0.83746)  -0.465

Values from the calculation:
Molecular weight   399.4 g/mol
Charge   +2
DFT total energy   -1137.7834 Ha
Kohn-Sham gap   0.24959 Eh

---

2.
Formula: C3H3BeO3
Source: the OMol25 dataset
Level of theory: the ωB97M-V functional and the def2-TZVPD basis

Last column: Löwdin charge in e.
Cartesian coordinates (Å):
C (0.66154, -0.65180, -0.99554)  0.048
O (-0.13824, 0.61488, 0.81800)  0.306
C (1.35515, -0.68924, 0.26024)  0.180
Be (-3.18694, 1.81354, 0.53638)  1.250
C (-1.09916, 0.85486, 0.15609)  -0.090
H (0.99389, -1.50363, 0.90922)  0.200
H (2.15002, 0.07436, 0.28154)  0.195
O (-2.14246, 1.38479, 0.02173)  0.285
H (1.81332, -1.57131, -0.64846)  0.316
O (-0.40712, -0.32646, -1.33919)  0.310

Values from the calculation:
Molecular weight   96.1 g/mol
Charge   +3
DFT total energy   -354.9571 Ha
Kohn-Sham gap   0.33676 Eh
Relative energy (zero: lowest compared OMol25 entry of this formula, charge and spin)   0.0 kcal per mole

---

3.
Formula: C3H3BiFO2
Source: the OMol25 dataset
Level of theory: the ωB97M-V functional and the def2-TZVPD basis

Last column: Löwdin charge in e.
Cartesian coordinates (Å):
O (-0.53454, 0.35058, 1.19546)  0.156
C (0.20256, 0.81630, 0.12589)  0.200
H (1.47353, -0.42915, -1.18940)  0.234
O (0.88454, -1.14907, 0.74523)  0.147
Bi (-0.72369, -2.03274, 3.28385)  2.263
C (1.07204, -0.15667, -0.18577)  0.207
H (0.05321, 1.83168, -0.20198)  0.208
H (-1.54221, 1.01047, -2.46438)  0.117
F (-0.83764, 0.54814, -2.89354)  -0.036
C (-0.04781, -0.78953, 1.58465)  -0.497

Values from the calculation:
Molecular weight   299.0 g/mol
Charge   +3
DFT total energy   -579.5252 Ha
Kohn-Sham gap (spin up / spin down)   0.17105 / 0.20920 Eh
Relative energy (zero: lowest compared OMol25 entry of this formula, charge and spin)   0.0 kcal per mole

---

4.
Formula: C3H3Br
Source: the OMol25 dataset
Level of theory: the ωB97M-V functional and the def2-TZVPD basis

Last column: Löwdin charge in e.
Cartesian coordinates (Å):
H (0.74917, -0.65497, 1.34672)  0.078
H (-0.36577, 1.74939, -0.44968)  0.137
C (-1.17923, -0.44209, -0.44448)  0.166
C (-0.02008, -0.32189, 0.56822)  0.050
H (-1.73869, -1.19639, -0.94257)  0.109
Br (3.11634, 0.15149, 0.06877)  -0.512
C (-0.56174, 0.71447, -0.14697)  -0.030

Values from the calculation:
Molecular weight   119.0 g/mol
DFT total energy   -2689.9490 Ha
Kohn-Sham gap   0.22361 Eh
Relative energy (zero: lowest compared OMol25 entry of this formula, charge and spin)   63.1 kcal per mole

---

5.
Formula: C3H3Br
Source: the OMol25 dataset
Level of theory: the ωB97M-V functional and the def2-TZVPD basis

Last column: Löwdin charge in e.
Cartesian coordinates (Å):
H (0.08098, -0.93478, -1.59517)  0.143
C (0.46861, 0.96844, -0.02479)  -0.091
Br (-1.74671, -2.55735, 1.76082)  -0.136
H (1.53438, 0.91322, 0.12800)  0.091
C (-0.41578, -0.06187, 0.53170)  -0.014
C (-0.09257, -0.27292, -0.69020)  -0.052
H (0.17108, 1.94527, -0.11036)  0.058

Values from the calculation:
Molecular weight   119.0 g/mol
DFT total energy   -2689.8744 Ha
Kohn-Sham gap (spin up / spin down)   0.22002 / 0.22017 Eh
Relative energy (zero: lowest compared OMol25 entry of this formula, charge and spin)   109.9 kcal per mole

---

6.
Formula: C3H3Br2Cl
Source: the OMol25 dataset
Level of theory: the ωB97M-V functional and the def2-TZVPD basis

Last column: Löwdin charge in e.
Cartesian coordinates (Å):
C (-2.52278, 0.84294, -0.21263)  -0.923
Br (0.52669, -2.71872, -0.19156)  0.677
C (1.12041, 0.06815, 0.28846)  -0.206
Br (-1.67293, 2.41155, -0.64575)  0.568
Cl (-1.45184, -0.47617, -0.36288)  0.793
H (0.67514, 1.07752, 0.10016)  0.025
H (1.00851, -0.15651, 1.39361)  0.093
C (0.14546, -0.86176, -0.42161)  -1.103
H (2.17134, -0.18701, 0.05220)  0.077

Values from the calculation:
Molecular weight   234.3 g/mol
DFT total energy   -5724.0556 Ha
Kohn-Sham gap (spin up / spin down)   0.29989 / 0.25331 Eh
Relative energy (zero: lowest compared OMol25 entry of this formula, charge and spin)   150.8 kcal per mole

---

7.
Formula: C3H3Br2ClO
Source: the OMol25 dataset
Level of theory: the ωB97M-V functional and the def2-TZVPD basis

Last column: Löwdin charge in e.
Cartesian coordinates (Å):
Br (-1.40712, -0.04101, 1.77303)  0.712
H (1.37472, -1.06960, -0.58416)  0.086
H (-0.44711, -1.66313, -0.30534)  0.107
Cl (0.57087, 1.70211, -1.93332)  0.586
O (-1.81573, 0.97243, -1.07219)  0.042
C (0.49887, -1.13120, 0.09420)  -0.186
C (-0.01097, 0.31894, 0.40344)  -1.301
C (-0.65097, 0.96286, -0.77730)  -0.852
H (0.59053, -1.45610, 1.18947)  0.062
Br (1.29690, 1.40470, 1.21217)  0.745

Values from the calculation:
Molecular weight   250.3 g/mol
DFT total energy   -5799.5530 Ha
Kohn-Sham gap   0.37191 Eh
Relative energy (zero: lowest compared OMol25 entry of this formula, charge and spin)   13.3 kcal per mole

---

8.
Formula: C3H3Br2N3
Source: the OMol25 dataset
Level of theory: the ωB97M-V functional and the def2-TZVPD basis

Last column: Löwdin charge in e.
Cartesian coordinates (Å):
N (0.70783, 0.40702, 0.06257)  0.032
N (-1.44480, -2.26255, -1.10907)  -0.036
Br (1.26132, -0.62434, -2.44388)  0.842
C (-0.89424, -2.70570, -3.51301)  -0.728
H (0.01958, 0.82868, 0.67063)  0.093
C (-1.19490, -2.60465, -2.34039)  -0.333
H (1.35302, 1.07989, -0.32199)  0.063
Br (-0.77369, -3.34759, -5.20630)  0.683
N (-0.76223, -1.30543, -0.51936)  -0.051
H (-1.11442, -1.14285, 0.42496)  0.168
C (0.22480, -0.50637, -0.87225)  -0.734

Values from the calculation:
Molecular weight   240.9 g/mol
DFT total energy   -5428.2427 Ha
Kohn-Sham gap (spin up / spin down)   0.26425 / 0.26422 Eh
Relative energy (zero: lowest compared OMol25 entry of this formula, charge and spin)   84.7 kcal per mole

---

9.
Formula: C3H3Br2N3O2
Source: the OMol25 dataset
Level of theory: the ωB97M-V functional and the def2-TZVPD basis

Last column: Löwdin charge in e.
Cartesian coordinates (Å):
H (0.45795, -1.57444, 0.15471)  0.059
O (-1.37205, -1.65115, 1.83744)  0.081
C (0.04947, -0.66847, 0.23931)  -0.173
C (0.94286, 0.39274, 1.00214)  -0.718
N (0.52303, 1.30577, -0.97069)  -0.095
Br (1.08397, -1.09048, -2.46777)  0.570
N (-1.31112, -0.77550, 0.98690)  -0.363
Br (1.61103, 0.17781, 2.72220)  0.799
N (1.05872, 1.46370, 0.24626)  0.039
H (-1.04601, 0.26442, -1.76486)  0.150
C (-0.03503, 0.06654, -1.17783)  -0.583
H (0.21833, 2.13135, -1.41759)  0.136
O (-2.18116, -0.04229, 0.60977)  0.098

Values from the calculation:
Molecular weight   272.9 g/mol
SMILES string   O=[N+]([O-])[C@@H]1C(Br)=NN[C@H]1Br
DFT total energy   -5578.7360 Ha
Kohn-Sham gap   0.33153 Eh
Relative energy (zero: lowest compared OMol25 entry of this formula, charge and spin)   0.0 kcal per mole

---

10.
Formula: C3H3Br2NO4
Source: the OMol25 dataset
Level of theory: the ωB97M-V functional and the def2-TZVPD basis

Last column: Löwdin charge in e.
Cartesian coordinates (Å):
O (-1.57000, -2.15265, 0.65633)  0.090
N (-0.37984, 1.69449, -0.20536)  -0.456
H (-1.19792, 0.35053, 1.05337)  0.106
Br (2.57832, 1.30263, -0.57601)  0.925
Br (1.84084, -1.64937, 0.12313)  0.740
H (1.79709, 0.22641, 1.60087)  -0.041
O (-0.80775, -0.58289, -0.81118)  -0.028
O (-0.61065, 2.62706, 0.54667)  0.043
C (-1.38970, -1.79691, -0.47896)  -0.304
C (-0.81439, 0.39567, 0.13829)  -0.032
C (1.79019, 0.16576, 0.59020)  -1.041
O (0.27639, 1.80880, -1.25195)  -0.157
H (-1.51257, -2.38954, -1.38540)  0.155

Values from the calculation:
Molecular weight   276.9 g/mol
DFT total energy   -5619.6133 Ha
Kohn-Sham gap (spin up / spin down)   0.25933 / 0.29247 Eh
Relative energy (zero: lowest compared OMol25 entry of this formula, charge and spin)   44.3 kcal per mole

---

11.
Formula: C3H3Br3ClNO
Source: the OMol25 dataset
Level of theory: the ωB97M-V functional and the def2-TZVPD basis

Last column: Löwdin charge in e.
Cartesian coordinates (Å):
H (2.69619, 1.43740, 0.14836)  0.177
Br (-2.16670, -0.79408, -2.09583)  0.572
H (0.04108, -0.59739, 1.22333)  0.050
O (1.61532, 0.57322, 1.76932)  0.024
N (1.04180, 0.04148, -0.31083)  -0.075
H (0.97363, 0.29056, -1.27983)  0.107
Br (-3.02728, -0.43275, 0.95371)  0.657
Br (-1.31702, 1.83685, -0.61729)  0.624
C (-0.07529, -0.66635, 0.19639)  -0.833
C (-1.67774, -0.07059, -0.34094)  -1.620
C (1.84748, 0.71263, 0.59599)  -0.330
Cl (0.04852, -2.33100, -0.24240)  0.648

Values from the calculation:
Molecular weight   344.2 g/mol
DFT total energy   -8428.3105 Ha
Kohn-Sham gap   0.36655 Eh
Relative energy (zero: lowest compared OMol25 entry of this formula, charge and spin)   0.0 kcal per mole

---

12.
Formula: C3H3BrClF
Source: the OMol25 dataset
Level of theory: the ωB97M-V functional and the def2-TZVPD basis

Last column: Mulliken spin population.
Cartesian coordinates (Å):
Br (1.48542, 1.45325, 1.40964)  0.217
H (0.19010, -1.99335, 0.24181)  0.003
C (-1.12272, -0.33365, -0.28985)  0.031
C (-0.39183, -1.13596, 0.45716)  0.003
H (-0.38743, -1.01197, 1.54146)  0.003
H (-1.66984, 0.54812, 0.07480)  -0.004
F (-1.23550, -0.25296, -1.61789)  0.001
Cl (1.47510, 1.92994, -1.55801)  0.190
C (1.65669, 0.79659, -0.25911)  1.556

Values from the calculation:
Molecular weight   173.4 g/mol
Spin multiplicity   3
DFT total energy   -3249.9892 Ha
Kohn-Sham gap (spin up / spin down)   0.32592 / 0.29921 Eh
Relative energy (zero: lowest compared OMol25 entry of this formula, charge and spin)   0.0 kcal per mole